# 1
# C16H30O4

A single C16H30O4 molecule (the ωB97M-V functional and the def2-TZVPD basis, the OMol25 dataset).

Output
Strongest force on any atom ... 0.7 eV/A
Relative energy (zero: lowest compared OMol25 entry of this formula, charge and spin) ... 4.1 kJ/mol
Multiplicity ... 1
SMILES ... CCCCOC(=O)CCCCCCC(=O)OCCCC
HOMO-LUMO gap ... 11.0 eV
HOMO energy ... -10.20 eV

Element x y z (Å)
C  1.44986  1.68725  -2.30545
C  0.56515  0.75286  -3.12187
C  0.25845  -0.52451  -2.34681
C  -0.56773  -1.51043  -3.16868
O  -0.95766  -2.63214  -2.37830
C  -0.05731  -3.60613  -2.20892
O  1.01814  -3.62991  -2.74764
C  -0.57593  -4.65949  -1.25456
C  -0.89721  -4.03469  0.10640
C  0.35906  -3.48460  0.78280
C  0.04434  -2.58388  1.97845
C  -0.45780  -1.20682  1.54783
C  -0.75314  -0.31086  2.74866
C  -1.32705  1.03603  2.36805
O  -2.14477  1.63023  3.02120
O  -0.81551  1.49526  1.22112
C  -1.26285  2.77968  0.78471
C  -0.50886  3.90944  1.48101
C  0.98655  3.88380  1.17243
C  1.73440  4.97064  1.93361
H  0.98671  1.90530  -1.34589
H  1.61259  2.62288  -2.83522
H  2.41712  1.22676  -2.11841
H  -0.37085  1.25772  -3.37234
H  1.06683  0.49944  -4.05797
H  1.19339  -1.01050  -2.05985
H  -0.29201  -0.27678  -1.43627
H  0.00699  -1.86069  -4.03247
H  -1.50220  -1.05566  -3.50452
H  0.18246  -5.43675  -1.15748
H  -1.48137  -5.09294  -1.68245
H  -1.62091  -3.23457  -0.04853
H  -1.35850  -4.78707  0.74921
H  0.94375  -2.91632  0.05638
H  0.97680  -4.32268  1.11253
H  0.94999  -2.45558  2.57545
H  -0.70338  -3.06773  2.61080
H  0.29679  -0.72858  0.92179
H  -1.36750  -1.31229  0.95474
H  0.16889  -0.12363  3.30640
H  -1.46020  -0.78853  3.42913
H  -2.33539  2.86651  0.98725
H  -1.08465  2.79378  -0.29287
H  -0.66631  3.81903  2.55759
H  -0.94003  4.85794  1.15617
H  1.13624  4.02352  0.09924
H  1.39143  2.90561  1.44055
H  1.61520  4.83715  3.00649
H  2.79561  4.93921  1.69908
H  1.35234  5.95373  1.66745

Cartesian forces (eV/Å) of the 3 atoms listed first:
-0.137 -0.059 -0.239
0.053 -0.127 0.246
-0.199 -0.141 -0.314


# 2
# C16H31AgF3O7S

A molecular structure, C16H31AgF3O7S in a non-equilibrium geometry (the ωB97M-V functional and the def2-TZVPD basis, the OMol25 dataset).

Output
Strongest force on any atom ... 4.7 eV/A
Charge ... -1
Relative energy (zero: lowest compared OMol25 entry of this formula, charge and spin) ... 269.7 kJ/mol
Multiplicity ... 1
HOMO-LUMO gap ... 5.8 eV
HOMO energy ... -3.40 eV

Element x y z (Å)
Ag  0.17633  -0.42507  -0.58245
C  2.03494  2.97917  -2.37001
C  0.63836  2.57507  -2.00773
C  -0.45382  3.62994  -2.42945
O  0.39916  1.29439  -2.49281
H  2.75810  2.23593  -2.03423
H  2.32496  3.95159  -1.97203
H  2.08853  3.16641  -3.44247
H  0.73454  2.69871  -0.92904
H  -0.68252  3.78001  -3.48457
H  -0.21887  4.64626  -2.11323
H  -1.47235  3.53709  -2.05252
C  1.53133  -3.94395  -3.32730
F  2.62500  -3.69853  -4.04064
F  0.89929  -5.04949  -3.81293
F  1.85247  -4.08396  -2.01983
S  0.31819  -2.37280  -3.48792
O  -0.67111  -2.67505  -4.52115
O  -0.26918  -2.16424  -2.17827
O  1.09484  -1.15505  -3.84129
C  -0.18371  -3.67774  2.77559
C  1.23682  -3.46106  2.70938
C  1.39194  -2.58219  1.46814
O  0.10632  -1.89017  1.27912
C  -0.76739  -2.28531  2.40014
H  -0.56833  -4.10633  3.70105
H  -0.34166  -4.36973  1.94836
H  1.85514  -4.35797  2.67293
H  1.61236  -2.92575  3.58146
H  1.53027  -3.19746  0.57910
H  2.14739  -1.79716  1.43433
H  -1.76494  -2.50475  2.01956
H  -0.73905  -1.51003  3.16580
C  2.36086  2.68374  2.02773
C  1.22760  2.30499  2.91885
C  0.78798  0.88768  2.39538
O  1.51695  0.60765  1.21387
C  2.65987  1.47351  1.10698
H  3.27400  3.01151  2.52456
H  2.05124  3.52307  1.40503
H  0.49445  3.10935  2.85890
H  1.41782  2.23444  3.98981
H  -0.27485  0.96665  2.16676
H  0.95256  0.11947  3.15093
H  2.86728  1.83796  0.10087
H  3.57235  0.95368  1.39897
C  -4.30445  -0.06296  -0.38305
C  -3.89893  1.38881  -0.51700
C  -2.57489  1.42123  0.27593
O  -2.08030  0.13104  0.13241
C  -2.93726  -0.82194  -0.53141
H  -4.98951  -0.27038  -1.20511
H  -4.90284  -0.34231  0.48412
H  -4.73722  1.97660  -0.14299
H  -3.71141  1.52564  -1.58199
H  -2.75827  1.70994  1.31088
H  -1.75245  2.01266  -0.12645
H  -2.85447  -1.76621  0.00674
H  -2.62921  -0.87639  -1.57556

Cartesian forces (eV/Å) of the 3 atoms listed first:
0.285 0.848 -1.769
0.576 1.312 -1.193
-1.070 -0.944 -0.901


# 3
# C16H31AuN4O2SSi2

A molecular structure, C16H31AuN4O2SSi2 in a non-equilibrium geometry (the ωB97M-V functional and the def2-TZVPD basis, the OMol25 dataset).

Output
Strongest force on any atom ... 3.1 eV/A
Relative energy (zero: lowest compared OMol25 entry of this formula, charge and spin) ... 195.4 kJ/mol
Multiplicity ... 1
HOMO-LUMO gap (alpha / beta) ... 4.8 / 4.8 eV
HOMO energy (alpha / beta) ... -6.53 / -6.53 eV

Element x y z (Å)
Au  0.11495  0.45129  0.40494
C  -4.38352  0.30837  -1.53779
Si  -3.12441  0.99666  -0.26963
C  -3.15550  -0.15771  1.23514
C  -3.54213  2.75630  0.32271
N  -1.50165  0.89760  -0.90692
C  -1.00944  1.57287  -1.94695
C  -1.79418  2.42312  -2.75354
C  -1.25458  3.11092  -3.80629
C  0.10051  2.95693  -4.12877
C  0.89517  2.12033  -3.39330
C  0.39323  1.43047  -2.26930
N  1.15144  0.66856  -1.48209
Si  2.87292  0.40260  -1.58804
C  3.32018  -0.84281  -0.22912
C  3.28977  -0.47784  -3.23610
C  3.87147  2.00391  -1.32715
H  -5.34717  0.18409  -1.05450
H  -4.07773  -0.66028  -1.92186
H  -4.52763  0.96208  -2.39067
H  -4.10787  -0.09086  1.74985
H  -2.37664  0.12202  1.93486
H  -3.00466  -1.19631  0.95855
H  -4.50020  2.78163  0.83268
H  -3.56473  3.48509  -0.48176
H  -2.77254  3.05978  1.02642
H  -2.83687  2.54259  -2.51113
H  -1.87238  3.77834  -4.39028
H  0.51838  3.51626  -4.95268
H  1.93837  2.00549  -3.64250
H  3.02676  -1.84857  -0.51208
H  2.83153  -0.58216  0.70150
H  4.39176  -0.84656  -0.05639
H  2.65529  -1.34684  -3.37490
H  4.31979  -0.81743  -3.21105
H  3.16936  0.15009  -4.11101
H  3.55278  2.45767  -0.39362
H  3.72292  2.72996  -2.12089
H  4.93491  1.79550  -1.25195
C  1.28142  3.64792  2.78674
C  0.83790  2.41200  2.04497
O  -0.38443  2.19845  1.88018
O  1.70444  1.63604  1.56907
H  0.45746  4.06350  3.36040
H  1.60687  4.38244  2.05038
H  2.11327  3.40935  3.44032
C  -1.47564  -4.52233  -0.32767
N  -1.17051  -3.36728  0.48247
C  0.05161  -2.95287  0.81930
N  1.12625  -3.60856  0.36683
S  0.23713  -1.66963  1.89867
H  -2.54998  -4.68141  -0.31877
H  -0.99665  -5.41920  0.07540
H  -1.14425  -4.37119  -1.35820
H  -1.92665  -2.81300  0.85919
H  1.06018  -4.43876  -0.19737
H  2.02782  -3.28525  0.68029

Cartesian forces (eV/Å) of the 3 atoms listed first:
-0.449 -2.314 1.098
0.556 0.408 0.369
-1.141 -0.305 0.798


# 4
# C16H31Cl12N

7 unconnected molecules or ions with the total composition C16H31Cl12N in a non-equilibrium geometry (the ωB97M-V functional and the def2-TZVPD basis, the OMol25 dataset).

Output
Strongest force on any atom ... 3.8 eV/A
Relative energy (zero: lowest compared OMol25 entry of this formula, charge and spin) ... 120.2 kJ/mol
Multiplicity ... 1
SMILES ... CCCC#N.ClCCCl.ClCCCl.ClCCCl.ClCCCl.ClCCCl.ClCCCl
HOMO-LUMO gap ... 10.5 eV
HOMO energy ... -10.38 eV

Element x y z (Å)
C  0.37268  0.23337  -0.57935
C  0.22044  0.97494  0.73081
C  -1.17350  0.75985  1.28345
C  -1.12925  -0.60143  1.89070
N  -0.86110  -1.63375  2.24670
H  1.39348  0.31379  -0.99644
H  -0.37270  0.69381  -1.20971
H  0.10883  -0.81498  -0.39856
H  0.30318  2.02543  0.54117
H  1.00213  0.57475  1.38837
H  -1.95874  0.72538  0.51854
H  -1.52375  1.47837  2.04000
Cl  1.71985  -3.53259  -0.24622
C  0.24450  -4.11876  0.57591
C  0.48751  -4.62366  1.96038
Cl  1.35404  -6.24088  1.91899
H  -0.12590  -4.89722  -0.06067
H  -0.49829  -3.33524  0.61794
H  -0.46549  -4.74665  2.47918
H  1.10233  -3.99730  2.56814
Cl  3.36106  1.15863  5.89428
C  1.73600  1.58238  5.27176
C  1.79341  2.76685  4.32033
Cl  0.10447  3.32875  3.81413
H  1.04904  1.71321  6.13219
H  1.37361  0.70337  4.81761
H  2.28124  2.43731  3.40419
H  2.24689  3.65783  4.75250
Cl  5.28098  3.03167  -2.32566
C  3.91509  3.71575  -1.41509
C  3.30549  2.86531  -0.37908
Cl  4.31017  2.63793  1.05811
H  3.16916  3.96458  -2.17424
H  4.26193  4.63579  -0.93303
H  3.04024  1.89214  -0.80006
H  2.33529  3.27776  -0.10244
Cl  -3.29695  1.13095  -1.99156
C  -4.68038  1.98331  -1.32903
C  -4.39096  3.47251  -1.15074
Cl  -3.19686  3.74561  0.10789
H  -5.02181  1.54706  -0.37201
H  -5.52308  1.91805  -1.99279
H  -5.33905  3.97330  -0.90789
H  -4.00494  3.84331  -2.09990
Cl  3.94809  -1.18534  -5.91763
C  2.51287  -0.62032  -5.04095
C  2.76298  0.13246  -3.81514
Cl  3.69146  -0.64008  -2.54333
H  1.87477  -1.49976  -4.89015
H  1.97290  0.01130  -5.70498
H  1.79735  0.51536  -3.44286
H  3.37898  0.97197  -4.08211
Cl  -4.45761  -3.15311  -2.27672
C  -4.48008  -3.98343  -0.72614
C  -3.08340  -3.97763  -0.11185
Cl  -3.18748  -4.75728  1.47653
H  -4.70389  -4.99186  -0.98559
H  -5.27914  -3.53910  -0.13193
H  -2.71046  -2.96803  -0.02079
H  -2.34760  -4.53577  -0.65512

Cartesian forces (eV/Å) of the 3 atoms listed first:
-0.007 -0.060 0.167
0.420 -0.223 -0.267
-0.863 -1.262 1.130